No. 1
Density functional theory data (ωB97M-V/def2-TZVPD) for C16H28ClGaO2P2 as an isolated structure in a non-equilibrium geometry.

XYZ file:
```
50
Properties=species:S:1:pos:R:3:forces:R:3
Ga -0.92856 -0.22620 -0.32174 -1.4666 -0.1890 1.4071
Cl -3.07587 -0.34431 -0.58985 -0.4605 0.1426 -0.6275
P -0.90342 -2.78326 -1.12859 -0.0786 -1.0847 -1.1717
P -0.83393 2.24014 -0.24108 0.4536 0.7147 -0.1676
O 1.65046 -1.42066 0.68437 -1.8895 1.9555 -2.2985
O 2.28434 1.21851 -0.79616 -1.2867 -2.7314 -0.6974
C 0.35642 -4.03145 -0.65535 0.2604 0.5237 0.2954
C -0.53188 2.83465 -1.93640 -0.0212 -0.1368 -0.0308
C -1.11225 -0.82848 1.78175 0.1852 0.5815 2.7369
C 0.03842 2.14394 4.66165 -0.0185 -0.0375 0.0892
C -2.46474 -3.70147 -0.83676 -0.2514 0.5695 0.4005
C 1.08221 -0.70500 -0.11747 2.5985 -2.1320 2.7611
C 1.87891 0.10645 -1.12729 2.3088 2.6148 -0.3562
C 2.19071 -0.59094 -2.41436 0.1241 -0.0587 -0.3040
C 0.42346 2.98416 0.84536 0.3225 -0.2205 -0.0598
C 0.95270 1.16281 4.25452 0.2835 -0.6668 -0.2827
C 0.58353 0.21336 3.30905 0.9491 0.3315 0.4704
C -0.71570 0.20198 2.76367 -0.5163 -1.0952 -1.5335
C -1.24798 2.16972 4.10769 -0.6460 -0.3984 -0.4729
C -1.62509 1.20337 3.17583 -0.3944 0.7942 0.5084
C -2.36484 3.08810 0.24830 -0.3625 -0.5748 0.0040
C -0.82715 -2.73548 -2.95819 -0.0183 0.1754 0.0090
H 0.54347 2.81841 -2.15505 -0.2750 0.0753 0.0143
H -2.18407 -1.05452 1.82717 0.2670 0.2294 -0.3732
H 0.47035 4.06564 0.65002 -0.0562 -0.2876 0.0357
H 0.20904 -2.61414 -3.29987 -0.3088 -0.0829 0.0428
H -0.04193 -5.04874 -0.79203 0.1245 0.4457 -0.0309
H -0.49311 -1.72791 1.87393 0.0703 0.1830 -0.4225
H 1.29427 -0.54893 2.98521 -0.1716 0.2253 0.2183
H -2.28495 -4.78133 -0.93292 0.0647 0.3802 -0.0331
H -2.51945 3.01045 1.33026 0.0427 0.0378 -0.2936
H -2.29824 4.14428 -0.04170 0.1109 -0.2523 0.0480
H -2.82734 -3.47879 0.17370 -0.0832 -0.1836 -0.2314
H 1.30947 -0.58783 -3.07598 0.1794 -0.0370 0.1991
H 2.49720 -1.63316 -2.23049 -0.1834 0.3038 -0.0084
H 1.39895 2.52696 0.63475 -0.3231 0.3355 0.1509
H 0.61729 -3.88065 0.40149 0.0456 -0.2324 -0.2518
H 3.00691 -0.06071 -2.92344 -0.2763 -0.0746 0.2037
H -3.20599 2.61582 -0.26902 0.0147 0.1976 0.1141
H -1.05724 2.17080 -2.63852 0.1041 0.3192 0.0946
H -2.63806 1.18951 2.76426 0.2842 0.0335 0.1887
H -1.42695 -1.88205 -3.30547 0.1031 -0.2923 -0.0464
H 1.25851 -3.89313 -1.26655 -0.1863 -0.1075 0.2362
H -3.21825 -3.38101 -1.56622 0.1516 -0.0227 0.2584
H -0.93441 3.85364 -2.02987 0.2513 -0.2905 -0.0747
H -1.96840 2.92928 4.42092 0.2610 -0.2762 -0.0653
H 0.16631 2.81224 1.89804 -0.0161 0.0813 -0.3189
H 0.31641 2.86942 5.42816 -0.0506 -0.1799 -0.2776
H 1.95279 1.11393 4.69626 -0.4137 0.1055 -0.1691
H -1.24871 -3.66362 -3.37340 0.1939 0.2888 0.1130
```
Positions in Å, forces in eV/Å.

## Properties
E_HOMO (alpha / beta) = -15.39 / -15.14 eV
ΔE to the lowest compared entry with this formula, charge and spin = 3.4 kJ/mol
E_LUMO (alpha / beta) = -9.390 / -9.651 eV
Orbital gap (alpha / beta) = 6.00 / 5.49 eV
Spin multiplicity = 1
Net charge = +2


No. 2
Density functional theory data (ωB97M-V/def2-TZVPD) for C16H28F5NO9P2TeZr as an isolated structure.

XYZ file:
```
63
Properties=species:S:1:pos:R:3:forces:R:3
Te -3.72675 -0.15197 0.03320 0.3348 0.2504 0.0168
Zr -0.45771 -0.69658 -0.44198 -0.3729 0.4978 0.2479
P 0.04367 -0.39881 -3.79219 -0.0062 -0.0631 0.0201
P -0.31640 2.11496 1.05935 0.0218 -0.0054 0.1485
F -4.81201 1.08221 -0.76123 0.0172 -0.0222 0.0771
F -5.09463 -0.90232 0.97916 -0.0067 -0.0134 0.0101
F -3.45253 0.95414 1.49608 -0.0502 -0.0671 -0.0593
F -4.06834 -1.35567 -1.31367 0.0258 -0.1183 -0.0037
F -1.21989 -2.21673 -1.32879 0.0196 -0.3049 -0.0177
O 3.37307 -2.11216 1.11866 -0.0068 0.0172 0.0090
O -2.16309 0.44720 -0.75206 -0.0159 -0.0811 -0.1955
O 0.43122 -0.44817 -2.28998 -0.0872 0.1563 -0.1187
O 1.01960 2.56518 1.79762 0.0080 -0.0093 0.0094
O -0.37939 0.46299 1.52786 0.0098 0.1789 0.0522
O -2.39768 -1.39277 0.89516 -0.1613 -0.0223 -0.1961
O 1.75527 -0.94477 0.10952 0.0959 -0.0918 0.0250
O -3.49556 -3.35499 1.23956 0.0846 -0.0230 0.0167
O 0.31208 1.58458 -0.38707 0.1302 -0.2936 0.0264
N -0.11038 -2.46859 1.09510 0.1939 -0.0814 -0.0330
C -0.75329 0.25858 2.92797 -0.0139 0.0361 0.0462
C 0.44991 -0.13422 3.74986 -0.0101 -0.0103 0.0079
C 0.98946 3.68047 2.75178 -0.0163 0.0136 0.0145
C 1.55506 2.13672 -0.94230 -0.0659 0.0619 -0.0815
C 1.45339 -4.01850 2.02495 -0.0323 0.0046 0.0118
C 1.31629 3.51760 -1.50005 0.0133 -0.0079 -0.0115
C 2.13178 -1.88550 0.80874 -0.0053 -0.1063 -0.0629
C -2.49756 -2.72292 1.19615 -0.0073 -0.0083 0.0628
C 1.14343 -2.85671 1.34614 0.0235 0.0391 0.0710
C 1.53785 -0.49362 -4.75966 0.0032 0.0136 -0.0038
C 1.81758 4.82674 2.23528 0.0043 -0.0034 -0.0021
C -1.02554 -1.74832 -4.25094 0.0026 0.0052 -0.0107
C -0.90594 -4.43080 2.17950 0.0072 -0.0362 0.0140
C -0.79491 1.13728 -4.13559 0.0042 0.0003 -0.0153
C 0.39711 -4.82383 2.44464 -0.0268 0.0253 -0.0257
C -1.11324 -3.23639 1.50580 -0.1058 0.0456 -0.0516
H 2.20627 0.32489 -4.49294 -0.0011 0.0039 -0.0025
H 1.36657 5.27723 1.35134 0.0054 -0.0032 0.0004
H 0.50949 3.51254 -2.23230 -0.0039 0.0073 0.0003
H 1.06249 4.22885 -0.71431 -0.0086 -0.0034 -0.0103
H 2.03713 -1.44362 -4.56920 -0.0038 -0.0003 0.0032
H 1.84371 1.42593 -1.71133 -0.0057 -0.0001 0.0013
H 1.24462 0.60506 3.65897 0.0053 -0.0088 0.0002
H 1.29892 -0.42605 -5.82172 -0.0046 0.0023 0.0012
H 1.88386 5.59684 3.00369 -0.0007 0.0006 0.0011
H -1.18938 1.19342 3.29075 -0.0118 -0.0038 -0.0192
H -1.76033 -5.02281 2.47944 0.0039 0.0021 0.0041
H 3.96551 -1.45073 0.72028 -0.0022 0.0050 0.0037
H -0.04966 3.97402 2.91703 0.0042 0.0013 0.0034
H -1.66249 1.22882 -3.47990 0.0026 -0.0031 0.0018
H 2.30459 2.13324 -0.15545 0.0063 -0.0003 0.0044
H 0.59315 -5.74817 2.97079 -0.0008 0.0019 0.0035
H 0.16055 -0.20162 4.79905 -0.0026 0.0046 -0.0012
H -0.11894 1.97409 -3.96158 0.0008 0.0077 0.0043
H -1.96917 -1.68612 -3.71001 0.0014 0.0084 0.0056
H 2.22447 3.87342 -1.98759 0.0014 0.0074 0.0094
H 2.82874 4.49841 1.99626 0.0022 0.0051 0.0028
H -1.12605 1.15901 -5.17461 -0.0011 0.0020 0.0010
H 0.83899 -1.11009 3.45621 0.0037 0.0055 -0.0163
H -0.54748 -2.69861 -4.01568 -0.0011 0.0021 0.0054
H 1.38891 3.27646 3.67978 0.0002 0.0011 0.0027
H 2.48325 -4.28662 2.21372 0.0012 -0.0014 -0.0038
H -1.21667 -1.69612 -5.32421 -0.0041 -0.0008 0.0019
H -1.54297 -0.48599 2.94696 0.0051 -0.0195 -0.0070
```
Positions in Å, forces in eV/Å.

## Properties
E_HOMO = -15.63 eV
ΔE to the lowest compared entry with this formula, charge and spin = 27.7 kJ/mol
E_LUMO = -6.979 eV
Orbital gap = 8.65 eV
Spin multiplicity = 1
Net charge = +2


Number 1: DFT total energy -104601.057 eV. Number 2: DFT total energy -77699.279 eV.